Here is a 9-piece molecular cluster, C67H145N7O11 overall at a distorted geometry from the OMol25 dataset. Energies are from wB97M-V/def2-TZVPD.

ORCA input file:
```
! RIJCOSX wB97M-V def2-TZVPD def2/J DEFGRID3
* xyz 0 1
H 10.2317 15.7766 20.3570
H 17.2149 17.5738 16.5960
H 14.6099 10.3965 14.9386
N 17.5159 23.1496 20.3284
H 10.1789 11.1442 15.8076
H 11.3314 16.8167 24.2873
H 13.8818 10.8955 12.6526
H 15.4702 24.5851 17.8711
H 15.2059 15.1287 20.8371
H 17.8141 16.7379 25.1100
H 9.7134 21.0446 18.0344
H 10.8602 14.9695 25.4921
H 18.7030 20.7244 19.7174
H 9.8971 12.9180 23.4729
H 12.7196 10.8395 16.1077
H 22.4003 9.5616 16.5381
H 21.8919 17.7158 22.6137
H 21.5839 13.6763 22.2331
H 22.7053 10.4824 15.2001
C 10.6295 13.6560 23.8003
H 17.3417 15.6407 12.4248
H 11.4474 13.0708 24.2206
H 19.5709 12.0063 22.7120
C 14.1448 11.3551 14.7085
H 12.8096 15.0558 23.9418
H 19.9674 12.7700 24.3427
H 12.3284 10.2305 14.4916
H 12.1713 17.5424 16.9138
C 20.5255 12.2694 19.0529
C 18.8669 14.1056 23.0270
H 22.0810 12.8149 16.1501
C 15.6775 23.9907 18.7609
H 21.3494 9.2416 15.1948
H 16.9532 13.4991 22.2128
C 17.1770 16.9782 17.5082
H 8.2056 18.8126 18.8715
H 8.1864 15.0076 23.8365
C 18.1132 16.4094 24.1146
C 9.7331 17.1851 13.3183
C 18.2767 14.8215 24.2320
C 19.4173 10.1959 19.8663
H 19.4200 17.9452 23.4965
H 20.6356 17.3361 9.5434
H 8.6476 16.0435 25.0724
H 18.2781 13.6408 20.9963
H 18.8753 14.5785 25.1099
H 14.2304 12.7273 10.8892
N 10.3274 15.5082 22.1699
H 19.4033 12.4258 15.5319
H 11.8509 12.4642 21.4832
H 19.1211 24.3409 18.4589
C 12.7117 14.7977 22.8874
H 18.3815 12.5277 17.5025
C 16.1992 14.9031 16.3630
H 16.9303 14.9223 19.0920
H 13.3410 13.9150 22.7738
H 10.6961 19.4087 16.5393
H 16.9521 22.4342 17.0418
H 18.6545 17.1819 14.8386
H 10.8678 16.3770 15.5799
H 13.1058 13.9334 10.8432
H 11.4548 13.7291 20.3594
H 13.2601 15.1715 13.1435
H 16.3557 15.2153 15.3304
H 20.2483 17.7285 21.0325
H 20.3512 13.9079 17.5803
C 19.3866 16.0190 13.0730
H 7.8043 16.3573 21.6943
H 17.1800 20.1668 17.8047
C 11.0852 17.4104 14.0102
C 13.8109 17.0606 18.2933
H 18.6756 9.4806 19.5108
H 17.3705 19.7605 20.2507
H 9.9881 11.0628 14.1754
H 18.9623 10.8458 20.6137
O 20.8858 14.0604 21.6978
H 19.9690 15.1339 15.0018
H 15.0541 23.0968 18.7836
H 19.5556 18.0305 13.6629
H 17.9786 14.4961 13.7488
H 7.9262 16.8392 13.8269
H 17.6374 12.1416 19.0173
C 11.7748 12.2923 14.8520
C 9.6592 19.3704 16.8729
H 11.8568 17.4556 13.2417
O 10.7579 16.2135 21.0307
C 20.8867 11.0681 16.4055
H 10.2101 12.8453 21.2045
H 11.9740 12.7801 17.0148
H 13.1068 15.7078 22.4359
C 18.1894 11.7014 18.1869
N 20.1856 14.7883 22.6498
C 18.7965 17.2544 13.7603
N 20.1792 10.3605 17.5129
C 15.7863 21.5551 21.2848
O 9.2228 17.9907 16.8584
C 18.8415 14.5389 10.5011
H 7.5684 17.3897 23.1003
H 21.2040 16.0368 14.3120
H 15.3018 14.2320 18.6371
H 20.1274 16.9838 24.7264
C 19.2692 12.6846 23.5101
C 17.1688 23.5051 18.9418
H 15.8752 21.0267 18.6272
H 9.6378 13.8519 25.6514
H 13.6190 18.8965 19.3810
H 18.1376 25.5250 19.0801
H 8.5635 17.7903 21.7228
H 20.7120 15.9654 8.5505
H 13.6260 16.8753 15.5908
H 11.6689 17.4366 18.5916
H 20.4386 11.8261 14.2910
H 17.4887 13.3687 11.8783
H 9.1091 19.9302 16.1165
H 14.6102 12.1317 15.3154
H 11.3171 14.0594 15.9728
H 19.2045 13.2424 12.0992
H 9.5814 12.5660 14.8666
C 18.3287 21.5924 22.1049
H 15.7207 21.0296 22.2374
C 21.6815 12.2414 16.9865
H 18.0571 20.8941 22.8966
H 15.2007 20.9484 20.5942
H 15.4049 14.1590 16.4217
C 21.8567 10.0463 15.7271
O 11.1560 13.9229 13.2047
C 20.2694 16.2679 22.5794
H 19.0089 13.7880 9.7290
N 20.0417 16.2900 11.8119
H 18.1328 16.4566 17.4584
O 11.4563 16.2534 14.8316
C 20.0930 16.4159 9.3263
H 18.0739 15.2033 10.1042
H 20.2239 8.5084 17.2544
H 18.5218 22.5421 22.6037
H 18.6629 17.0965 21.3599
C 13.8700 16.2362 19.5787
C 15.9812 15.9446 17.4887
C 20.3954 15.3643 14.0255
C 19.5254 16.9099 23.8208
H 22.5695 11.8138 17.4520
H 14.3001 19.0651 17.8198
H 15.2063 22.4707 21.4007
C 14.1958 11.7628 13.2334
O 19.5298 9.1586 17.1237
H 19.2131 10.8264 14.9754
H 11.4150 14.6118 13.8210
H 12.4516 12.3080 10.9924
H 17.5039 10.9410 17.8128
C 21.7631 16.6413 22.7439
H 13.5802 16.8099 20.4591
H 17.0842 14.2915 16.5384
N 12.0145 12.8459 13.5038
H 13.0647 13.6463 16.1025
C 15.2524 15.8126 19.9896
C 12.0496 13.2548 16.0365
O 8.7062 17.1647 14.2822
C 10.6359 17.4345 23.7193
H 11.9419 15.9541 17.5820
C 21.3738 14.6316 10.6891
H 9.7237 16.1401 13.0086
C 15.9061 15.1277 18.7808
H 21.7338 16.7150 12.2569
O 8.4226 19.7470 18.9108
H 14.9027 14.5292 12.8390
H 18.5153 22.3869 17.7360
C 17.2432 21.8346 20.9346
H 15.2543 11.9908 13.1076
H 11.1079 18.3993 14.4681
H 19.0955 16.6097 8.9320
H 17.5029 15.0250 21.5721
C 13.9444 14.3424 13.3236
H 22.3695 16.2427 21.9306
C 12.2834 16.9596 17.8281
C 17.4603 22.3025 17.9970
H 22.2482 15.2786 10.7608
C 8.3187 16.9883 22.4191
H 19.7334 16.0308 20.4833
H 18.3567 12.2071 23.8670
H 20.0669 12.8780 19.8322
H 9.6581 17.9736 12.5695
C 17.8455 14.0472 21.9105
H 17.5135 16.7144 23.2570
H 8.8962 17.8152 15.9729
O 17.2383 24.1838 21.2340
C 17.6237 20.7493 19.8682
H 20.8850 14.4921 13.5923
C 19.5236 11.1088 18.6040
C 10.3267 11.7731 14.9297
C 10.0791 14.4999 24.8941
C 19.7078 16.8069 21.2483
C 18.1561 15.0308 12.8157
H 17.9869 17.7841 13.2582
H 13.2882 15.3146 19.5919
H 17.1427 17.6880 18.3347
H 22.1933 16.2152 23.6503
H 21.5398 14.0856 9.7605
H 19.1844 21.0830 21.6617
H 17.9344 24.8427 17.3833
C 16.9537 20.9990 18.4712
C 18.4175 13.9333 11.7969
H 15.3790 24.5157 19.6683
H 15.3350 18.4463 19.0604
N 14.6447 16.5400 17.1970
O 14.4661 17.1824 15.9393
C 20.0981 15.4710 10.5753
H 17.3195 14.4589 24.6068
H 20.3980 9.8103 20.1451
C 9.5965 19.9754 18.2109
H 11.1665 17.9763 22.9364
H 10.1358 17.9726 24.5246
H 14.0565 14.2403 14.4030
C 11.1859 13.3143 21.3308
C 18.0734 24.6412 18.4455
C 13.3610 12.9978 12.8794
C 19.9836 11.5498 15.2421
C 9.6184 16.3971 23.1400
H 16.2790 24.1579 21.2600
C 11.2175 14.3581 22.5063
O 21.0201 17.2940 11.9796
C 9.0836 15.4519 24.2675
H 21.8379 13.8741 18.3497
H 10.4424 19.5796 18.7731
C 13.2576 12.9648 11.3197
H 15.8405 16.6882 20.2644
H 21.3736 11.8681 19.6076
C 14.3099 18.4110 18.6917
C 21.0646 13.1941 17.9924
C 12.6730 11.1006 15.0505
H 21.2958 13.9703 11.5521
*
```

Values from the calculation:
SMILES string: CC1(C)CCCC(C)(C)N1O.CC1(C)CCCC(C)(C)N1O.CC1(C)CCCC(C)(C)N1O.CC1(C)CCCC(C)(C)N1O.CC1(C)CCCC(C)(C)N1O.CC1(C)CCCC(C)(C)N1O.CC1(C)CCCC(C)(C)N1O.OCCO.OCCO
Orbital gap, eV: 8.13
F_max, hartree/bohr: 0.06618
E_tot, eV: -104770.694
HOMO, Eh: -0.2858
Energy above the lowest of the compared OMol25 structures with the same formula, charge and spin, kcal per mole: 48.21